*a*
Below is a cluster of 3 separate species, C4H14O2S2 in total, with properties calculated with the ωB97M-V functional and the def2-TZVPD basis.

Last column: Löwdin charge in e.
CARTESIAN COORDINATES (ANGSTROEM)
S: -0.0747 -3.0483 0.1689  0.4310
S: 0.3412 -1.4953 -1.0126  0.4526
O: -0.9202 1.3871 1.9218  -0.0479
O: -2.4127 0.5845 -0.5460  -0.1027
C: 1.5789 -0.4289 -0.1102  -0.4906
C: 2.1590 0.6769 -1.0864  -0.2601
C: 0.8997 1.6637 -1.2936  -0.1155
C: -1.4094 -2.3513 1.2238  -0.4582
H: 1.4385 2.6856 -1.2808  0.0952
H: 2.2739 -1.1068 0.3150  0.0371
H: -0.2020 1.9705 1.4970  0.0879
H: 0.3596 1.3098 -2.1974  0.0624
H: 2.6376 0.2447 -1.9577  0.0920
H: 0.0195 1.5513 -0.6028  0.0314
H: -2.1246 0.1884 0.2356  -0.0718
H: -2.0857 -1.8593 0.5889  -0.0263
H: -1.6506 1.4602 1.3885  -0.0442
H: -1.9473 -0.1179 -1.2116  0.0861
H: -1.7563 -3.1237 1.9905  0.0652
H: 2.9468 1.2280 -0.6662  0.0659
H: 1.0711 0.0318 0.7932  0.0720
H: -1.1424 -1.4512 1.8419  0.0384

Output
highest occupied orbital energy	-9.1	eV
structure (SMILES)	CCCSSC.O.O

=====

*b*
Below is a cluster of 3 separate species, C4H14O2S2 in total, with properties calculated with the ωB97M-V functional and the def2-TZVPD basis.

Last column: Löwdin charge in e.
CARTESIAN COORDINATES (ANGSTROEM)
S: 1.5211 -0.0787 -0.9934  0.4301
S: 0.1041 -0.9170 -1.9162  0.4424
O: -2.5895 -0.0752 1.9653  -0.0906
O: -0.2149 0.7996 3.0492  -0.1433
C: 0.6123 2.3172 0.1899  -0.1579
C: 1.7382 1.6946 -0.7119  -0.5343
C: -0.7658 -1.8479 0.4880  -0.2435
C: -1.3356 -1.2347 -0.7404  -0.5199
H: -1.9116 -0.4058 -0.4762  0.0270
H: 2.6441 1.8654 -0.1658  0.0568
H: -0.3263 -1.2360 1.2393  0.0243
H: -2.1714 -1.9298 -1.1473  0.1187
H: -0.0930 -2.6568 0.3291  0.0659
H: -1.6164 -2.1288 1.0581  0.0549
H: -0.1031 2.8107 -0.3686  0.0387
H: 1.7198 2.3378 -1.5882  0.0678
H: -3.1128 -0.4277 2.7376  0.0758
H: 0.9535 3.0551 0.9476  0.0843
H: 0.1252 1.5177 2.3379  0.0806
H: -1.7090 0.0607 2.3314  -0.0338
H: -0.0322 1.5572 0.7385  0.0511
H: 0.5712 0.1406 3.1107  0.1047

Output
highest occupied orbital energy	-8.6	eV
structure (SMILES)	CCSSCC.O.O

=====

*c*
Below is a cluster of 3 separate species, C4H14O2S2 in total, with properties calculated with the ωB97M-V functional and the def2-TZVPD basis.

Last column: Löwdin charge in e.
CARTESIAN COORDINATES (ANGSTROEM)
S: -2.1015 0.8834 2.3904  0.3520
S: -2.1968 -1.0260 2.6285  0.4194
O: 5.2051 3.0709 -5.4406  -0.1012
O: 5.0359 -0.5365 -5.0379  -0.0060
C: -0.6844 -1.7911 0.4820  -0.3682
C: 0.3736 -0.6254 0.0779  -0.1336
C: -2.7159 1.4511 0.7060  -0.4325
C: -0.7300 -1.9040 1.9110  -0.5902
H: -0.0634 -0.1199 -0.8419  0.0651
H: -3.6646 0.7065 0.4387  0.1009
H: 5.0469 2.1402 -5.7450  0.0258
H: -0.7614 -3.0191 2.2195  0.1046
H: 4.1884 -0.0637 -5.0618  0.0489
H: 0.2610 -1.6166 2.3903  0.0961
H: 5.1060 -1.1861 -5.6429  -0.0310
H: -1.7195 -1.3864 0.0105  0.1251
H: 0.6198 0.0946 0.9776  0.0856
H: 1.3741 -1.1037 -0.1881  0.0711
H: -1.9399 1.7144 -0.0437  0.0204
H: -3.0732 2.4294 1.1128  0.0019
H: -0.2886 -2.5623 -0.1465  0.0822
H: 4.2994 3.1960 -5.0154  0.0635

Output
highest occupied orbital energy	-8.7	eV
structure (SMILES)	CCCSSC.O.O

=====

*d*
Below is a cluster of 4 separate species, C4H14O2S2 in total, with properties calculated with the ωB97M-V functional and the def2-TZVPD basis.

Last column: Löwdin charge in e.
CARTESIAN COORDINATES (ANGSTROEM)
S: -1.7671 0.6740 -1.4351  0.7331
S: 1.5493 -1.8507 -0.6242  0.7066
O: -0.4067 2.9897 0.1370  -0.1020
O: 2.2437 1.1701 -0.2360  -0.1042
C: -0.2248 0.3386 -2.2787  -0.5365
C: -0.7905 -0.1138 1.4208  -0.1699
C: -0.0473 -2.1098 0.2615  -0.5744
C: -0.0961 -1.4511 1.6690  -0.2864
H: 2.1893 0.2309 -0.4512  -0.1254
H: -1.8475 -0.2848 1.1465  0.0597
H: -0.7107 0.6728 2.1673  0.0847
H: -0.1173 1.0380 -3.1197  0.0689
H: -0.1884 -3.1993 0.2945  0.0639
H: 0.6427 0.5148 -1.6151  -0.0052
H: -0.4775 -2.1895 2.3638  0.1046
H: -1.1368 3.4591 0.5261  0.0220
H: -0.7225 2.1596 -0.2576  -0.1157
H: -0.3239 0.2414 0.4943  -0.0155
H: 2.5154 1.1258 0.6810  0.0366
H: -0.3065 -0.6653 -2.7080  0.0250
H: 0.8938 -1.0645 1.9149  0.0862
H: -0.8708 -1.6863 -0.3510  0.0438

Output
highest occupied orbital energy	-8.5	eV

=====

Taking the most stable structure as the zero point, the relative energies in kJ/mol are *a* 0.0; *b* 20.0; *c* 73.7; *d* 327.3.

=====

*a*
Below is a cluster of 21 separate species, H42O21 in total, with properties calculated with the ωB97M-V functional and the def2-TZVPD basis.

Last column: Löwdin charge in e.
CARTESIAN COORDINATES (ANGSTROEM)
O: -2.4796 -2.6608 3.2495  -0.0479
O: 0.6662 -2.6163 0.2631  -0.0471
O: 4.5070 -0.9557 -0.8459  -0.0330
O: -1.3366 0.4790 -0.7224  -0.0503
O: 3.1501 -3.3728 1.7855  -0.0536
O: 1.2454 0.3819 -0.4583  -0.1254
O: -0.2719 2.9627 1.1446  -0.0630
O: 1.2062 -0.0305 1.9816  -0.0814
O: 3.1434 2.3478 -1.5563  -0.0533
O: 1.8269 -3.1830 -2.1067  -0.0518
O: -3.0421 2.7866 -0.1282  -0.0628
O: -4.6881 0.1466 -0.0568  -0.0567
O: 2.1321 2.7390 2.1370  -0.0512
O: 0.3914 -0.8119 -2.7275  -0.0579
O: -3.2356 -0.3122 3.8777  -0.0567
O: 3.9288 1.3257 0.7357  -0.0602
O: -1.9544 -0.3812 -5.0586  -0.0606
O: -2.5600 -1.2277 0.9591  -0.0592
O: -1.1792 3.7033 -1.7549  -0.0778
O: -0.9905 -3.0754 -4.4435  -0.0455
O: -2.5573 2.1608 2.4178  -0.0559
H: -0.8368 -3.7250 -3.7548  0.0364
H: 3.6134 -0.9507 -1.2007  0.0304
H: -2.6061 -1.6480 1.8374  0.0017
H: 0.5762 -1.6925 -2.3389  0.0188
H: 1.2799 -0.4476 -2.7972  0.0414
H: 5.0527 -0.2605 -1.2266  0.0650
H: -1.1719 -0.8593 -4.7665  -0.0185
H: 2.6268 1.7902 -2.1302  0.0122
H: -2.2329 -3.5662 3.4515  0.0686
H: -0.2746 3.7314 0.5607  0.0643
H: 2.8795 -2.8096 2.5284  0.0494
H: 2.8987 2.1959 -0.6324  -0.0135
H: -2.1225 0.2294 -1.2244  0.0826
H: 4.1974 0.4603 0.3914  0.0235
H: -1.0655 -0.2953 -0.2287  0.0145
H: -4.4331 -0.2213 0.7943  0.0146
H: 2.4844 2.3057 2.9145  0.0637
H: 1.6513 -0.3458 1.1550  0.0176
H: -2.4130 -2.1665 4.0743  0.0446
H: -3.3724 0.6439 3.8300  0.0314
H: 2.5301 2.2020 1.4200  0.0068
H: 1.9523 -2.6787 -1.2987  0.0046
H: 4.5846 1.5116 1.4133  0.0833
H: 0.0667 -2.1736 0.8735  0.0314
H: 1.0794 -3.3883 0.6599  0.0429
H: 0.3910 0.2985 1.5954  0.0086
H: 0.9789 1.2646 -0.1506  0.0370
H: 0.4718 0.2567 -1.1083  0.0452
H: -2.9278 2.7828 3.0430  0.0602
H: -4.3872 1.0529 -0.1312  -0.0031
H: -0.7087 2.9711 -2.1447  0.0147
H: -1.9540 0.4950 -4.6705  0.0229
H: -2.5421 1.9710 0.0590  0.0136
H: 3.6922 -2.7002 1.3405  0.0341
H: -1.6822 2.2879 2.0171  0.0027
H: -2.2171 -1.7602 0.2473  0.0432
H: -1.9985 3.4534 -1.2611  -0.0080
H: 2.4848 -3.4517 -2.7467  0.0647
H: -2.5446 3.3049 0.5221  0.0398
H: 0.5457 2.7961 1.6481  0.0002
H: -0.0916 -2.8912 -4.7510  0.0400
H: -2.3574 -0.3791 3.4935  0.0178

Output
highest occupied orbital energy	-10.4	eV

=====

*b*
Below is a cluster of 21 separate species, H42O21 in total, with properties calculated with the ωB97M-V functional and the def2-TZVPD basis.

Last column: Löwdin charge in e.
CARTESIAN COORDINATES (ANGSTROEM)
O: -1.5520 2.2864 3.1420  -0.0867
O: -1.9457 0.3304 -2.4963  -0.0198
O: 2.1143 -0.6593 -0.5746  -0.0387
O: 4.6459 -1.6063 0.2161  -0.0739
O: 1.7106 -3.2561 3.5911  -0.1431
O: -2.6101 -2.7656 -2.4836  -0.0959
O: -0.6760 4.3043 -1.9252  -0.0422
O: -1.7969 -0.7349 0.3940  -0.0464
O: 0.1818 -0.0889 2.8352  -0.0961
O: 3.7317 1.4659 1.8547  0.1438
O: 2.5324 -4.0118 1.2618  -0.1466
O: 0.1426 1.6126 -1.6642  -0.1596
O: 4.0181 -0.5922 -2.4454  -0.0916
O: -4.0030 -3.0066 1.7998  -0.1129
O: 0.0704 -1.2516 -2.6641  -0.0564
O: 1.5490 1.6726 0.3854  -0.0826
O: -3.3345 1.4666 0.4046  -0.0425
O: 2.2082 4.8899 -1.0763  -0.0619
O: 0.3512 -2.2363 0.5576  -0.0706
O: -4.4194 -0.5842 -1.1200  -0.0753
O: -2.4317 3.8046 0.3787  -0.0344
H: 2.3115 -3.7203 2.1843  -0.0485
H: -1.3708 2.7296 2.2740  0.0357
H: 3.1813 -0.6183 -2.9255  0.0406
H: -3.6745 -3.1614 2.7203  0.0447
H: 4.3052 0.8456 1.6038  0.0104
H: 2.5030 1.4931 0.8077  0.0933
H: -1.0861 0.4856 -2.1367  -0.0304
H: 5.2288 -1.6820 0.9932  0.0628
H: 3.8625 -2.1573 0.4771  0.0483
H: -2.4097 -3.0088 -3.3937  0.0352
H: 2.1511 -0.2747 0.1901  -0.0914
H: -3.2808 -3.5072 1.2473  0.0841
H: 4.2289 -1.4760 -1.9461  0.0946
H: -1.9829 -1.5069 -0.0051  -0.0396
H: -3.9608 1.1601 -0.2139  0.0101
H: -4.3129 -0.0672 -1.9142  0.0209
H: -2.0336 -3.6423 -2.3040  0.1351
H: 0.0941 -2.0379 -0.3684  0.0381
H: 0.7234 -0.7158 -2.2961  -0.0445
H: -2.6288 2.9147 0.2468  -0.0707
H: -2.4782 1.8838 3.0253  0.0918
H: -3.1438 4.3190 0.0012  0.0619
H: 0.8713 1.7427 1.1077  0.0767
H: 1.2872 5.1800 -0.9980  0.0213
H: -0.8153 -0.8891 -2.8635  -0.0037
H: -1.1833 4.0164 -1.1542  0.0000
H: 0.7682 1.9806 -2.3417  0.0841
H: 0.7743 1.4035 -0.7627  0.0574
H: 3.0911 -0.5582 -0.8552  0.0539
H: 0.5685 0.9120 2.8188  0.1028
H: -3.0689 0.6261 0.8260  0.0428
H: -4.0914 -1.4955 -1.4297  0.0611
H: 0.9578 -4.1040 3.7393  0.2023
H: 1.6846 -3.7266 0.7557  0.0466
H: 3.4578 1.3753 2.6510  -0.0177
H: 0.3791 -1.4695 1.0991  -0.0215
H: -0.6090 0.2891 2.4207  -0.0049
H: -2.1494 0.5086 -3.3514  0.0216
H: -0.2895 3.5124 -2.2029  -0.0453
H: -1.4280 -0.0151 -0.2966  0.1238
H: 1.0160 -2.5406 3.4230  0.0575
H: 2.0650 3.9568 -1.2239  -0.0080

Output
highest occupied orbital energy	-10.4	eV

=====

*c*
Below is a cluster of 21 separate species, H42O21 in total, with properties calculated with the ωB97M-V functional and the def2-TZVPD basis.

Last column: Löwdin charge in e.
CARTESIAN COORDINATES (ANGSTROEM)
O: 2.5781 3.1661 1.3155  -0.0408
O: 1.4535 -2.3020 -2.9259  -0.0825
O: -0.0034 1.6017 -0.1920  -0.0535
O: -0.9423 3.9319 -2.2162  -0.0487
O: -4.1912 1.7495 -2.6770  -0.0472
O: 2.9838 0.5867 -2.8351  -0.0536
O: -0.9980 -2.9455 2.0141  -0.0514
O: 2.3243 -0.3037 2.1026  -0.0569
O: -0.9863 3.3811 1.3002  -0.0663
O: 0.6659 1.2491 4.5655  -0.0603
O: 2.6668 -3.3219 2.3584  -0.0564
O: 0.2201 0.8366 -3.7075  -0.0715
O: -3.5261 -2.3505 -0.5671  -0.0538
O: 4.8549 -0.4597 0.1458  -0.0678
O: -4.0147 -2.0302 2.9972  -0.0332
O: -1.8350 -4.5184 -1.9172  -0.0405
O: -0.5466 -0.8984 0.3012  -0.1864
O: -2.6532 0.2695 -1.0094  -0.0693
O: 1.4729 -2.7870 -0.4521  -0.0427
O: -1.3700 0.5630 2.1733  -0.0222
O: 1.8492 4.9784 -0.6129  -0.0477
H: -0.2379 -3.2583 2.4976  0.0225
H: 4.1926 0.2436 0.2910  0.0163
H: 1.2081 0.9063 -3.6506  0.0223
H: -1.2632 -3.9920 -2.4948  0.0444
H: 0.8239 -2.5323 0.2036  0.0033
H: -0.3608 3.8503 -1.4487  -0.0106
H: 1.9805 -1.2175 2.3281  0.0500
H: -1.2139 -4.9746 -1.3363  0.0525
H: -2.1599 0.0662 2.3722  0.0620
H: -4.4637 -1.8752 2.1741  0.0155
H: -3.1131 -2.2927 2.9588  -0.0124
H: -3.7475 1.0968 -3.1968  0.0213
H: 0.6012 1.8015 0.5245  0.0382
H: 0.5568 0.8930 3.6762  -0.0124
H: -2.9892 -2.9222 -1.1653  0.0320
H: 5.4942 0.2251 -0.1327  0.0521
H: -1.3505 0.9191 1.2807  0.0044
H: 1.3888 -2.1851 -1.9394  -0.0181
H: 2.1735 4.8916 0.2972  0.0239
H: -0.8025 3.0460 -2.5609  0.0089
H: -0.9724 3.2121 0.3173  0.0302
H: 2.4883 4.7211 -1.2856  0.0567
H: -0.0646 0.4649 -2.8529  0.0141
H: 2.6748 -0.2606 -2.4650  0.0373
H: 0.4742 1.0548 -0.8123  0.0531
H: -3.4852 0.3911 -0.5373  0.0691
H: -0.2384 1.2239 4.8797  0.0263
H: 2.4318 -0.1898 1.1532  0.0085
H: -2.9336 -0.5445 -1.4931  0.0558
H: 1.7816 3.4746 0.8823  -0.0157
H: 2.4527 -4.2431 2.5008  0.0388
H: -1.5583 4.0925 1.6104  0.0585
H: 1.1649 -3.6137 -0.8732  0.0741
H: 3.2901 0.5665 -3.7359  0.0490
H: -0.4931 -0.1004 0.9897  0.0435
H: 3.6276 -3.1838 2.4907  0.0737
H: 2.3072 2.6948 2.1048  0.0460
H: -3.7840 2.4417 -2.1689  0.0289
H: 0.6737 -1.9647 -3.3596  0.0148
H: -1.4745 -0.6653 -0.1207  0.0553
H: -0.6956 -2.2881 1.3701  -0.0323
H: -4.3315 -2.8598 -0.4936  0.0509

Output
highest occupied orbital energy	-11.0	eV

=====

Taking the most stable structure as the zero point, the relative energies in kJ/mol are *a* 0.0; *b* 372.6; *c* 72.5.

=====

*a*
Below is the molecule C3H2FNO2, with properties calculated with the ωB97M-V functional and the def2-TZVPD basis.

Last column: Löwdin charge in e.
CARTESIAN COORDINATES (ANGSTROEM)
F: 1.4186 -1.4347 0.0352  0.1140
O: -0.8870 -1.1397 -0.0333  0.0095
O: 1.2999 1.5929 -0.0388  0.0342
N: -1.9029 -0.1118 0.0259  0.1057
C: 0.3376 -0.5933 -0.0413  -0.2605
C: 0.2613 0.7408 -0.0721  -0.3031
C: -1.1266 1.0161 0.0660  -0.0374
H: -1.7710 1.9376 0.0226  0.1410
H: 2.1866 1.1503 0.3411  0.1967

Output
highest occupied orbital energy	-9.5	eV
structure (SMILES)	Oc1cnoc1F

=====

*b*
Below is the molecule C3H2FNO2, with properties calculated with the ωB97M-V functional and the def2-TZVPD basis.

Last column: Löwdin charge in e.
CARTESIAN COORDINATES (ANGSTROEM)
F: 1.4895 -0.4222 2.2116  0.0396
O: -0.0567 0.1739 -1.2932  -0.1083
O: -2.1580 -0.4148 -0.4598  0.1853
N: -0.1796 -0.5582 0.8037  0.1097
C: -0.9852 -0.2426 -0.3129  -0.4725
C: 0.3606 1.4064 -1.3748  0.0929
C: 1.1227 -0.2700 0.9545  -0.0600
H: -0.8295 -0.9108 1.5372  0.1786
H: 1.2362 1.2383 -2.0663  0.0347

Output
highest occupied orbital energy	-9.3	eV

=====

*c*
Below is a cluster of 2 separate species, C3H2FNO2 in total, with properties calculated with the ωB97M-V functional and the def2-TZVPD basis.

Last column: Löwdin charge in e.
CARTESIAN COORDINATES (ANGSTROEM)
F: -1.4341 1.6629 -0.8347  0.0871
O: 0.8463 -1.1110 1.8884  -0.0207
O: -0.3298 0.2821 0.6871  0.1381
N: 0.2123 -0.0061 -1.5183  0.1558
C: 0.9113 -0.9235 -0.6226  -0.0590
C: -0.4841 0.6662 -0.6222  -0.3263
C: 0.6221 -0.6202 0.6214  -0.4955
H: 1.3765 -1.9094 -1.1867  0.1792
H: -0.3842 -1.1180 2.4636  0.3413

Output
highest occupied orbital energy	-9.4	eV

=====

Taking the most stable structure as the zero point, the relative energies in kJ/mol are *a* 0.0; *b* 219.3; *c* 80.5.